Entry 1:
The following is a DFT calculation (ωB97M-V/def2-TZVPD) of a 3-piece molecular cluster, C4H12NO2 overall.

Atoms and positions in Å:
C1 2.27351 0.42846 -0.11273
C2 1.34922 1.50573 0.38960
C3 1.16382 2.67014 -0.22571
C4 -0.34633 0.06341 1.26278
N1 0.30247 1.15539 1.33262
H1 3.26188 0.67573 0.26362
H2 2.23459 0.29978 -1.18471
H3 2.01063 -0.52495 0.35110
H4 0.37350 3.35979 0.05607
H5 1.58714 2.82819 -1.20408
H6 -1.11573 -0.18426 1.97768
H7 -0.16427 -0.67744 0.50376
H8 -0.15671 1.85816 1.90734
H9 0.09941 -4.16110 -3.00607
H10 -1.31557 -3.73619 -3.38712
O1 -0.81355 -4.18221 -2.69837
H11 -3.49024 -1.17439 1.55708
H12 -3.99964 0.05065 0.84156
O2 -3.25413 -0.25489 1.37559

The calculation puts the LUMO energy at -4.9 eV. Its highest occupied orbital energy is -0.5111 hartree. The calculation puts the relative energy (zero: lowest compared OMol25 entry of this formula, charge and spin) at 265.1 kJ/mol. The total charge is +1. Its spin multiplicity is 1.

Electronic structure analysis, Löwdin charges in units of e:
1. C -0.02
2. C -0.31
3. C 0.12
4. C 0.17
5. N 0.10
6. H 0.10
7. H 0.10
8. H 0.08
9. H 0.09
10. H 0.09
11. H 0.10
12. H 0.13
13. H 0.19
14. H 0.03
15. H 0.03
16. O -0.06
17. H 0.06
18. H 0.06
19. O -0.06

***

Entry 2:
The following is a DFT calculation (ωB97M-V/def2-TZVPD) of one molecule with the formula C2H4ClOP.

Atoms and positions in Å:
C1 0.53425 -0.11720 -1.29511
C2 -0.35493 0.58292 -0.29877
O1 -1.73127 0.49429 2.04969
P1 -0.54718 0.03186 1.36112
Cl1 -0.00283 -1.71880 2.85483
H1 0.44549 -1.23356 -1.10738
H2 0.30384 0.18283 -2.29071
H3 1.46837 0.21627 -1.05082
H4 -0.11575 1.56140 -0.22283

The calculation puts the LUMO energy (spin up / spin down) at -1.9 / -1.9 eV. Its highest occupied orbital energy (spin up / spin down) is -0.3473 / -0.3471 hartree. The calculation puts the relative energy (zero: lowest compared OMol25 entry of this formula, charge and spin) at 275.6 kJ/mol. The total charge is 0. Its spin multiplicity is 1.

Electronic structure analysis, Löwdin charges in units of e:
1. C -0.16
2. C -0.27
3. O -0.42
4. P 0.64
5. Cl 0.01
6. H 0.10
7. H 0.07
8. H 0.03
9. H 0.00

***

Entry 3:
The following is a DFT calculation (ωB97M-V/def2-TZVPD) of a 7-piece molecular cluster, C10H38BNO10 overall.

Atoms and positions in Å:
N1 0.44126 -0.57224 1.04890
H1 0.69597 -1.23351 1.76858
H2 0.02842 0.23047 1.50203
H3 -0.13595 -0.90216 0.28859
H4 1.33462 -0.26765 0.68941
B1 3.15526 -0.00442 0.37701
H5 3.14363 0.33489 1.40121
H6 2.76569 -1.00988 0.41605
H7 2.52798 0.58674 -0.27206
H8 4.17073 0.00001 0.01227
C1 -3.88720 -0.27641 0.38940
C2 -3.07721 1.04194 0.49426
O1 -2.00966 0.77242 1.42406
O2 -3.05299 -1.35395 -0.03592
H9 -4.77747 -0.09786 -0.21364
H10 -4.34444 -0.48809 1.35596
H11 -3.67289 1.90490 0.79186
H12 -2.68615 1.29904 -0.49015
H13 -2.37721 0.74163 2.31038
H14 -2.38033 -1.48799 0.63576
C3 0.37358 -2.09263 -2.15210
C4 -0.71302 -3.23425 -2.37156
O3 -1.36340 -3.36428 -1.12237
O4 -0.13208 -0.82218 -1.79327
H15 1.00524 -1.96260 -3.03085
H16 1.00141 -2.39907 -1.31542
H17 -0.22211 -4.17805 -2.60893
H18 -1.33651 -2.89127 -3.19723
H19 -1.80972 -2.52891 -0.96568
H20 -0.63852 -0.40273 -2.49269
C5 1.31273 3.05072 -4.06363
C6 1.22047 2.00077 -2.91562
O5 2.18173 2.18522 -1.86906
O6 0.81931 4.34890 -3.62803
H21 0.87872 2.65818 -4.98322
H22 2.36838 3.23239 -4.26537
H23 1.30996 0.95505 -3.20985
H24 0.24217 2.08791 -2.44294
H25 2.29346 1.36858 -1.37690
H26 1.42451 4.78757 -3.02561
C7 -0.07232 3.47877 0.32431
C8 0.26822 3.36317 1.83693
O7 1.17178 2.27978 2.02408
O8 0.96888 4.07883 -0.37905
H27 -0.95057 4.11913 0.24239
H28 -0.30327 2.49582 -0.08626
H29 -0.62401 3.01037 2.35419
H30 0.56778 4.25270 2.39108
H31 2.06822 2.58924 1.87499
H32 1.37781 3.38770 -0.90509
C9 0.45776 -3.45893 3.45942
C10 -0.64757 -3.99169 2.54147
O9 -1.37579 -2.88312 2.03170
O10 1.35079 -2.56584 2.76797
H33 1.21111 -4.19702 3.73471
H34 0.08367 -2.96463 4.35598
H35 -1.27775 -4.70880 3.06753
H36 -0.26253 -4.56069 1.69525
H37 -2.26113 -3.07936 2.34676
H38 2.17059 -2.66258 3.25805

The calculation puts the LUMO energy (spin up / spin down) at 2.5 / 2.5 eV. Its highest occupied orbital energy (spin up / spin down) is 0.0079 / -0.2454 hartree. The total charge is -1. Its spin multiplicity is 2.

Electronic structure analysis, Löwdin charges in units of e:
1. N 0.29
2. H 0.07
3. H 0.09
4. H 0.08
5. H -0.01
6. B -0.38
7. H -0.05
8. H -0.06
9. H -0.07
10. H -0.05
11. C -0.28
12. C -0.24
13. O -0.21
14. O -0.10
15. H 0.11
16. H 0.07
17. H 0.10
18. H 0.11
19. H 0.04
20. H 0.03
21. C -0.22
22. C -0.21
23. O -0.08
24. O -0.10
25. H 0.11
26. H 0.12
27. H 0.11
28. H 0.11
29. H 0.03
30. H 0.09
31. C -0.19
32. C -0.22
33. O -0.09
34. O -0.08
35. H 0.11
36. H 0.11
37. H 0.11
38. H 0.10
39. H 0.02
40. H 0.08
41. C -0.25
42. C -0.23
43. O -0.09
44. O -0.07
45. H 0.11
46. H 0.10
47. H 0.09
48. H 0.11
49. H 0.08
50. H 0.01
51. C -0.24
52. C -0.27
53. O -0.20
54. O -0.11
55. H 0.11
56. H 0.10
57. H 0.10
58. H 0.11
59. H 0.02
60. H 0.09

***

Entry 4:
The following is a DFT calculation (ωB97M-V/def2-TZVPD) of one molecule with the formula C10H22NP.

Atoms and positions in Å:
C1 1.62045 -0.94921 2.07738
C2 1.07898 -1.36750 0.68663
C3 2.10511 -2.44029 0.11690
C4 -0.30273 -2.01910 0.82573
C5 1.25168 -0.15954 -0.15873
C6 0.40272 1.09689 -0.55550
C7 -1.03178 1.70979 -0.23446
C8 -1.06529 3.00571 -1.03076
C9 -1.00507 1.88726 1.32207
C10 -2.17423 0.76948 -0.64861
P1 0.90126 0.16369 -2.04446
N1 -0.29277 -1.10925 -2.51151
H1 1.35233 -1.63768 2.91698
H2 1.32528 0.08995 2.31353
H3 2.74539 -0.97052 2.04875
H4 2.06237 -2.45495 -0.99382
H5 3.10788 -2.50816 0.40203
H6 1.47483 -3.34233 0.39766
H7 -0.38120 -2.79717 1.58679
H8 -0.52274 -2.45233 -0.25928
H9 -1.15669 -1.33089 0.99618
H10 2.27028 0.19699 0.16501
H11 1.04025 1.84735 -0.34114
H12 -2.09111 3.42044 -0.98598
H13 -0.92480 2.92248 -2.13238
H14 -0.35103 3.83767 -0.86035
H15 -1.57546 2.80999 1.62889
H16 -1.50743 1.06771 1.84416
H17 -0.01353 1.90797 1.74550
H18 -1.92363 -0.26821 -0.76818
H19 -2.51771 1.09773 -1.60682
H20 -2.95628 0.97091 0.07898
H21 0.04984 -2.03404 -2.77267
H22 -0.99518 -0.96085 -3.24854

The calculation puts the LUMO energy at 0.8 eV. Its highest occupied orbital energy is -0.2893 hartree. The calculation puts the relative energy (zero: lowest compared OMol25 entry of this formula, charge and spin) at 5.2 kJ/mol. The total charge is 0. Its spin multiplicity is 1.

Electronic structure analysis, Löwdin charges in units of e:
1. C -0.07
2. C -0.61
3. C -0.05
4. C -0.07
5. C -0.35
6. C -0.42
7. C -0.55
8. C -0.09
9. C -0.04
10. C -0.06
11. P 0.97
12. N -0.25
13. H 0.09
14. H 0.07
15. H 0.09
16. H 0.07
17. H 0.05
18. H 0.09
19. H 0.07
20. H 0.11
21. H 0.07
22. H 0.12
23. H 0.05
24. H 0.09
25. H 0.08
26. H 0.09
27. H 0.09
28. H 0.07
29. H 0.06
30. H 0.04
31. H 0.07
32. H 0.08
33. H 0.01
34. H 0.02